[1]
Below is 5 unconnected molecules or ions with the total composition C30H75N5 at a distorted geometry, with properties calculated with ωB97M-V/def2-TZVPD.

Total charge = -1
Lowest unoccupied orbital energy (spin up / spin down) = 2.6 / 2.6 eV
E_HOMO (spin up / spin down) = 1.1 / -5.9 eV
Multiplicity = 2

Element x y z (Å)
1 C -0.327936 0.284773 -5.872106
2 C 0.905204 1.143223 -5.931126
3 N 1.867944 0.611803 -4.940716
4 C 2.892824 1.592573 -4.446786
5 C 3.849104 1.112503 -3.286466
6 C 2.495284 -0.585737 -5.443746
7 C 3.407354 -0.452167 -6.712206
8 H -0.625256 0.166973 -4.830076
9 H -0.075736 -0.667357 -6.338936
10 H -1.185206 0.735813 -6.371866
11 H 1.270964 1.438873 -6.914446
12 H 0.621934 2.127993 -5.559536
13 H 3.395364 1.930443 -5.353096
14 H 2.329534 2.454783 -4.089856
15 H 3.273984 0.595883 -2.518066
16 H 4.407574 0.304053 -3.758286
17 H 4.448584 1.972123 -2.986816
18 H 1.704474 -1.181097 -5.900116
19 H 3.055854 -1.146197 -4.695586
20 H 3.672464 -1.383497 -7.212646
21 H 4.167904 0.275923 -6.430166
22 H 3.033764 0.103763 -7.572136
23 C 4.745094 1.296593 0.297134
24 C 6.166844 0.757143 0.670574
25 N 6.588574 1.267853 1.959504
26 C 7.104054 0.302333 2.941924
27 C 6.035204 -0.746327 3.235394
28 C 7.607384 2.365033 1.668484
29 C 7.928304 3.425283 2.800654
30 H 4.679764 2.375063 0.153064
31 H 3.953854 1.002653 0.986794
32 H 4.429854 0.701753 -0.560126
33 H 6.179994 -0.320167 0.505264
34 H 6.811524 1.031953 -0.164256
35 H 8.078764 -0.032017 2.586634
36 H 7.385194 0.941383 3.778984
37 H 5.102814 -0.336727 3.623974
38 H 5.664214 -1.349497 2.406744
39 H 6.373044 -1.449977 3.996204
40 H 7.212674 3.083923 0.950504
41 H 8.522164 1.941233 1.254164
42 H 8.597404 4.246893 2.544994
43 H 8.332614 2.920093 3.677814
44 H 6.991084 3.873573 3.130414
45 C -4.210416 3.386073 -2.540746
46 C -5.123706 2.247543 -2.917226
47 N -5.707796 1.704393 -1.678466
48 C -7.216876 1.622303 -1.734216
49 C -7.817486 3.012243 -1.423976
50 C -5.184376 0.384513 -1.339126
51 C -3.670886 0.426363 -1.011096
52 H -3.448866 3.083873 -1.821856
53 H -4.826576 4.217993 -2.199626
54 H -3.678336 3.627243 -3.460976
55 H -5.996796 2.531803 -3.504616
56 H -4.611956 1.506993 -3.531876
57 H -7.497436 1.184193 -2.692046
58 H -7.534126 0.912153 -0.970576
59 H -7.501956 3.483323 -0.493046
60 H -7.601116 3.647003 -2.283256
61 H -8.881366 2.790953 -1.338616
62 H -5.468526 -0.257457 -2.172936
63 H -5.638156 0.061583 -0.402166
64 H -3.459156 -0.424977 -0.364186
65 H -3.626766 1.251733 -0.300516
66 H -2.969936 0.555213 -1.835806
67 C 1.000844 2.703273 -0.464736
68 C 0.142934 1.458633 -0.600166
69 N -0.244116 0.685513 0.532644
70 C -0.928526 1.433693 1.595964
71 C -1.988456 0.708623 2.470934
72 C 0.885334 -0.094357 1.078744
73 C 1.039194 -1.323647 0.241994
74 H 0.923244 3.395433 -1.303186
75 H 2.039434 2.527633 -0.184426
76 H 0.766874 3.323663 0.400404
77 H -0.831806 1.689333 -1.030006
78 H 0.701864 0.792703 -1.257616
79 H -1.528576 2.227933 1.151864
80 H -0.200336 1.865553 2.282514
81 H -2.871266 0.462603 1.880834
82 H -2.302166 1.213973 3.384344
83 H -1.470676 -0.184637 2.820354
84 H 1.814294 0.475753 1.067794
85 H 0.701574 -0.409127 2.105994
86 H 1.403874 -1.206647 -0.778506
87 H 1.602524 -2.114407 0.737424
88 H 0.049564 -1.772597 0.157364
89 C -2.209346 -3.626327 2.148924
90 C -2.121266 -3.654897 3.698734
91 N -2.822536 -4.824797 4.235424
92 C -2.532556 -4.914947 5.682044
93 C -3.098116 -6.076247 6.521674
94 C -4.263346 -4.804087 3.947734
95 C -5.147076 -3.759247 4.694384
96 H -1.884896 -2.666507 1.746964
97 H -3.185966 -3.719507 1.673914
98 H -1.658656 -4.464397 1.721734
99 H -1.094666 -3.586667 4.058654
100 H -2.651826 -2.788217 4.093034
101 H -1.445716 -4.989857 5.717494
102 H -2.741996 -3.977687 6.197604
103 H -3.190596 -5.777837 7.565944
104 H -4.152746 -6.250977 6.308764
105 H -2.476146 -6.961307 6.655524
106 H -4.748606 -5.735037 4.240904
107 H -4.443036 -4.651517 2.883534
108 H -6.208956 -3.797187 4.451334
109 H -4.928446 -2.727507 4.419034
110 H -5.102936 -3.792737 5.782974

Atomic forces in eV per Å
C -0.16 -0.12 -0.55
C 0.04 1.46 1.95
N 1.22 0.22 0.23
C -1.22 -0.08 0.06
C -1.37 -0.57 -2.49
C -0.32 -0.79 -2.44
C 0.10 1.67 0.26
H 0.19 -0.27 -0.05
H -0.63 -0.21 0.15
H 0.10 -0.03 -0.32
H 0.39 -0.82 -0.43
H -0.08 0.20 0.39
H 0.85 0.30 0.22
H -0.11 0.07 0.06
H -0.06 0.61 0.30
H 0.82 0.20 0.33
H 0.04 -0.41 0.31
H -0.21 -0.58 1.01
H -0.32 0.05 0.14
H 0.68 -0.16 0.81
H 1.19 -0.86 -0.12
H -1.18 0.10 0.15
C 0.26 -1.45 0.07
C -1.64 0.43 -0.88
N 1.60 1.82 -0.27
C -0.53 1.11 -1.05
C -0.01 -0.42 0.71
C -0.63 1.21 0.99
C -0.66 -1.72 0.57
H 0.20 -0.11 -0.22
H 0.39 0.16 0.71
H 0.08 0.62 -0.66
H -0.21 -0.28 0.93
H 0.46 0.58 0.11
H 0.14 -1.03 -0.12
H -0.44 -0.41 0.57
H 0.21 0.59 0.14
H 0.61 0.12 -0.37
H 0.16 -0.07 0.02
H -0.40 -0.79 -0.70
H 0.25 -0.16 0.00
H 0.09 -0.33 -0.52
H 0.22 0.13 0.15
H -0.12 0.00 -0.08
C 0.10 -0.02 -1.24
C -0.91 -0.35 1.12
N -1.28 -0.66 0.37
C 2.13 0.79 1.10
C -0.40 -1.35 -0.89
C 0.88 0.63 -0.17
C -1.26 0.04 0.66
H -0.31 0.07 0.16
H 0.38 0.10 0.19
H 0.18 0.66 0.00
H 0.27 0.62 -0.40
H 0.18 -0.39 0.17
H -0.49 0.28 -0.30
H 0.06 0.01 0.09
H 0.37 -0.35 -0.13
H -0.27 0.36 0.19
H -0.33 0.64 -0.18
H 0.25 -0.85 0.07
H -0.36 -0.14 -0.20
H 0.44 -0.35 -0.54
H 0.48 0.38 -0.19
H -0.10 -0.14 0.10
C 0.35 0.97 1.48
C -0.40 0.17 -0.85
N 0.11 -0.67 2.57
C -0.96 0.75 0.24
C 1.23 -0.99 -0.60
C -0.28 0.14 -0.57
C -0.40 -1.56 -0.11
H 0.17 -0.38 -0.29
H 0.30 -0.48 -0.78
H -0.85 0.08 0.16
H 0.22 0.41 -0.73
H -0.41 -0.11 -0.36
H 0.53 0.44 -0.36
H 0.17 0.40 0.06
H 0.09 -0.24 0.09
H 0.19 0.55 -0.25
H -0.50 -0.52 0.06
H 0.13 0.31 0.22
H -0.21 0.22 0.05
H 0.18 0.27 0.12
H 0.50 0.18 0.00
H -0.20 0.03 -0.17
C 0.33 0.03 0.14
C -1.64 0.04 -1.09
N -0.43 -0.73 0.80
C 0.89 -0.43 -0.12
C -0.53 0.70 0.55
C -1.02 0.58 0.73
C 0.24 0.94 -0.13
H 0.58 -0.08 0.09
H -0.39 -0.03 0.69
H 0.42 0.20 0.01
H 0.01 -0.34 -0.16
H 0.18 0.63 0.03
H 0.16 -0.02 0.13
H -0.39 0.33 0.02
H 0.25 0.64 0.17
H 0.16 -0.64 -0.48
H -0.20 -0.22 -1.00
H 0.56 -0.47 -0.29
H 0.22 -0.26 0.09
H -0.05 -0.67 -0.26
H 0.44 0.12 0.00
H 0.24 -0.26 0.06

=====

[2]
Below is 5 unconnected molecules or ions with the total composition C30H75N5 at a distorted geometry, with properties calculated with ωB97M-V/def2-TZVPD.

Total charge = 0
Lowest unoccupied orbital energy = 0.7 eV
E_HOMO = -8.1 eV
SMILES = CCN(CC)CC.CCN(CC)CC.CCN(CC)CC.CCN(CC)CC.CCN(CC)CC

Element x y z (Å)
1 C 1.937344 6.493636 0.759918
2 C 1.839998 7.647640 1.734658
3 N 1.150260 8.833632 1.205377
4 C 1.122855 9.878972 2.235628
5 C 2.324042 10.816999 2.107501
6 C -0.159337 8.558333 0.652338
7 C -1.217597 8.015362 1.616063
8 H 0.957306 6.103267 0.490213
9 H 2.475222 5.640858 1.180822
10 H 2.521164 6.806508 -0.107532
11 H 1.398833 7.301117 2.684806
12 H 2.859865 7.965874 1.971826
13 H 0.202861 10.461125 2.154874
14 H 1.129353 9.433332 3.239930
15 H 3.252339 10.246489 2.121004
16 H 2.247110 11.421084 1.207960
17 H 2.351170 11.468971 2.986162
18 H -0.049721 7.827766 -0.153070
19 H -0.550812 9.448193 0.153206
20 H -0.915360 7.075120 2.086152
21 H -2.131012 7.768854 1.073673
22 H -1.414514 8.742660 2.405710
23 C -4.171864 0.848415 1.757879
24 C -3.608582 0.724982 0.356180
25 N -4.111171 -0.396745 -0.416839
26 C -4.102679 -1.637045 0.343742
27 C -4.740800 -2.807444 -0.425252
28 C -3.398754 -0.539435 -1.667379
29 C -3.514522 0.662307 -2.604223
30 H -3.835709 1.810720 2.154815
31 H -3.775199 0.101276 2.444345
32 H -5.260483 0.858437 1.761391
33 H -3.846770 1.658058 -0.162090
34 H -2.497158 0.711888 0.387970
35 H -3.055742 -1.905343 0.573759
36 H -4.688240 -1.521750 1.249741
37 H -4.019600 -3.396435 -0.986250
38 H -5.187858 -3.478338 0.317457
39 H -5.621740 -2.489469 -0.983266
40 H -3.753015 -1.418809 -2.202718
41 H -2.320203 -0.712246 -1.451500
42 H -4.552181 0.859596 -2.873343
43 H -2.965310 0.407723 -3.513104
44 H -3.088526 1.567990 -2.177596
45 C 1.381372 -5.095969 3.250690
46 C 2.027649 -4.981697 1.887143
47 N 3.189908 -4.116656 1.842033
48 C 3.646069 -3.875142 0.480381
49 C 4.139743 -2.458541 0.224928
50 C 4.244125 -4.556066 2.751607
51 C 5.509206 -3.731231 2.708217
52 H 1.988870 -5.674416 3.949297
53 H 0.427234 -5.611916 3.136388
54 H 1.228501 -4.123157 3.720228
55 H 2.261095 -6.004318 1.526774
56 H 1.284639 -4.559902 1.204182
57 H 4.349624 -4.658250 0.154893
58 H 2.741187 -3.995572 -0.125513
59 H 5.101510 -2.241832 0.685037
60 H 4.193179 -2.241565 -0.843437
61 H 3.386334 -1.776607 0.626113
62 H 4.503161 -5.615270 2.533637
63 H 3.869076 -4.561003 3.774203
64 H 5.325915 -2.675524 2.904123
65 H 6.096099 -3.885692 1.804186
66 H 6.147524 -4.072020 3.531716
67 C 1.220463 -0.528205 -1.676749
68 C 2.079683 0.416314 -2.495986
69 N 1.826555 1.796892 -2.166266
70 C 2.904859 2.712277 -2.481177
71 C 3.085375 3.087364 -3.975577
72 C 0.516287 2.255795 -2.533502
73 C 0.212778 3.696755 -2.118396
74 H 1.478765 -1.582576 -1.822621
75 H 0.168460 -0.504833 -1.973438
76 H 1.311191 -0.314760 -0.611688
77 H 3.128527 0.212681 -2.264618
78 H 1.934721 0.208325 -3.572649
79 H 3.829984 2.255102 -2.121443
80 H 2.800795 3.622358 -1.884676
81 H 2.534497 3.982499 -4.251863
82 H 2.687199 2.283234 -4.603640
83 H 4.150868 3.130189 -4.189343
84 H 0.345739 2.185041 -3.629206
85 H -0.235121 1.603443 -2.087731
86 H 0.392386 3.864646 -1.053356
87 H 0.653055 4.467578 -2.742259
88 H -0.879779 3.790062 -2.168542
89 C -0.819839 -3.769100 -0.719235
90 C -1.725899 -4.614286 0.171167
91 N -2.469125 -5.577230 -0.641043
92 C -1.633851 -6.617841 -1.208390
93 C -0.833697 -7.520546 -0.252435
94 C -3.628955 -6.123197 0.030942
95 C -4.650745 -6.717069 -0.948842
96 H -1.338373 -3.538047 -1.651407
97 H 0.130513 -4.246556 -0.956238
98 H -0.609980 -2.816488 -0.223737
99 H -1.126560 -5.158779 0.919257
100 H -2.441243 -3.986960 0.694175
101 H -2.216739 -7.233177 -1.896534
102 H -0.908524 -6.137816 -1.880527
103 H -0.136521 -6.963033 0.373083
104 H -1.497349 -8.081581 0.407139
105 H -0.265598 -8.206111 -0.880149
106 H -4.156774 -5.307175 0.521340
107 H -3.364040 -6.853280 0.810173
108 H -4.613295 -6.138605 -1.876355
109 H -5.666992 -6.633996 -0.568076
110 H -4.431021 -7.751112 -1.217343

Atomic forces in eV per Å
C 0.24 -0.20 -0.03
C 0.21 0.15 0.06
N -0.02 -0.11 0.42
C 0.43 0.10 -0.25
C -0.31 -0.16 0.61
C -0.46 -0.63 -0.40
C 0.16 -0.12 0.11
H 0.02 0.10 -0.29
H 0.04 0.17 0.27
H -0.36 -0.05 -0.24
H -0.10 0.06 -0.07
H -0.07 0.01 0.11
H -0.02 -0.04 -0.09
H -0.11 -0.01 0.01
H 0.04 0.04 -0.22
H 0.15 -0.02 -0.09
H 0.03 0.13 -0.15
H 0.13 0.08 -0.03
H 0.16 0.17 0.18
H 0.19 0.11 0.03
H -0.12 0.30 0.03
H -0.24 -0.11 0.00
C 0.43 0.41 0.21
C 0.27 0.35 -0.21
N -0.65 0.06 0.14
C -0.08 -0.40 -0.86
C -0.38 -0.08 0.98
C 0.44 0.31 -0.07
C 0.05 -0.37 0.03
H -0.10 -0.01 0.01
H -0.22 -0.14 -0.04
H -0.04 -0.19 0.01
H -0.10 -0.16 -0.13
H -0.09 -0.17 0.18
H -0.08 -0.03 0.40
H 0.25 0.26 0.16
H -0.19 0.09 -0.40
H 0.28 -0.09 0.00
H 0.34 0.19 -0.46
H -0.10 -0.04 0.11
H -0.08 -0.04 -0.10
H -0.04 -0.02 0.05
H -0.01 0.21 -0.04
H 0.07 0.03 -0.05
C 0.17 -0.14 0.36
C -0.09 -0.03 -0.16
N 0.32 0.44 0.55
C -0.65 -0.21 -0.19
C -0.18 0.16 0.05
C -0.20 -0.50 -0.33
C 0.49 -0.21 0.71
H -0.04 -0.11 -0.07
H -0.05 0.06 0.13
H -0.14 0.08 -0.19
H 0.03 0.07 -0.05
H 0.07 -0.06 -0.05
H 0.11 0.13 -0.06
H 0.22 -0.08 -0.19
H -0.08 0.06 -0.10
H 0.17 -0.18 -0.05
H 0.15 0.05 0.12
H 0.05 0.11 -0.01
H -0.15 0.14 -0.02
H -0.07 0.04 -0.27
H -0.15 0.21 -0.12
H -0.02 -0.02 -0.09
C -0.41 -0.62 -0.08
C 0.15 -0.25 -0.09
N 0.19 0.31 0.62
C 0.31 0.13 -0.27
C -0.29 -0.89 0.35
C -0.25 0.47 -0.52
C -1.11 -0.55 0.53
H 0.36 0.15 -0.07
H -0.01 0.29 0.16
H -0.08 0.10 -0.01
H 0.00 0.02 -0.08
H 0.03 -0.01 0.03
H -0.06 -0.09 -0.03
H -0.15 -0.02 -0.04
H 0.27 0.22 -0.03
H 0.06 0.00 0.04
H -0.03 0.50 -0.21
H 0.06 -0.05 0.06
H 0.07 -0.01 0.11
H 0.53 0.03 -0.12
H 0.21 0.01 0.06
H 0.11 0.23 -0.36
C -0.14 0.43 0.29
C 0.35 -0.74 -0.51
N -0.27 -0.04 0.08
C 0.88 0.22 -0.60
C -0.46 0.17 -0.16
C -0.72 -0.01 0.03
C 0.44 0.07 -0.34
H 0.00 -0.03 -0.02
H -0.01 -0.07 0.01
H 0.17 -0.06 -0.03
H -0.04 0.35 0.20
H -0.07 0.02 0.04
H -0.25 -0.04 0.24
H -0.07 0.05 0.16
H 0.05 0.03 -0.07
H 0.10 -0.14 -0.02
H 0.06 -0.16 0.20
H 0.29 0.08 0.21
H -0.05 -0.01 0.04
H -0.01 0.03 0.06
H 0.01 -0.21 0.15
H -0.13 -0.05 0.11

=====

| no. | energy (eV) |
| --- | --- |
| 1 | -39771.168 |
| 2 | -39775.416 |